Entry 1:
A cluster of 2 separate species, C3H6ClN in total in a non-equilibrium geometry, computed with wB97M-V/def2-TZVPD.

Output
HOMO-LUMO gap (alpha / beta) = 6.5 / 6.5 eV
HOMO level (alpha / beta) = -7.8930 / -7.8960 eV
energy = -632.618108 hartree
max |F| = 0.101 hartree/bohr
LUMO level (alpha / beta) = -1.40 / -1.40 eV

Cartesian coordinates (Å):
C -0.007 -1.097 0.799
C 0.227 -0.982 -0.730
C -0.765 -0.142 0.029
N 0.282 2.424 -0.082
Cl -2.393 -0.077 0.100
H -0.502 -1.908 1.261
H 0.848 -0.914 1.421
H 1.029 -0.575 -1.234
H -0.227 -1.810 -1.449
H 0.823 2.466 -0.919
H 0.684 2.616 0.803

Cartesian forces, eV/Å:
C 1.97 0.23 -0.25
C -4.36 -2.67 -0.83
C 3.05 1.32 -0.25
N -3.46 -1.62 -0.32
Cl -1.42 0.48 -0.44
H -0.94 -0.95 -0.20
H 0.35 0.92 0.08
H 1.87 1.12 -0.09
H 0.66 1.64 1.79
H 1.08 -0.30 -0.03
H 1.20 -0.16 0.54


Entry 2:
A structure of composition C53H66Cl5CuN2OP3Si in a non-equilibrium geometry, computed with wB97M-V/def2-TZVPD.

Output
HOMO-LUMO gap (alpha / beta) = 7.1 / 6.6 eV
spin multiplicity = 2
HOMO level (alpha / beta) = -6.5911 / -7.4485 eV
energy = -7498.927154 hartree
<S²> = 0.7566
max |F| = 0.024 hartree/bohr
LUMO level (alpha / beta) = 0.53 / -0.81 eV

Cartesian coordinates (Å):
Cu 1.029 -0.420 -0.666
C 4.416 -4.502 -1.565
C 4.020 -3.021 -1.506
C 4.079 -2.475 -2.938
P 2.352 -2.629 -0.734
C 1.323 -4.005 -1.479
C 1.260 -5.277 -0.639
C -0.073 -3.545 -1.910
C 2.558 -2.928 1.059
C 3.679 -3.566 1.595
C 3.805 -3.750 2.962
C 2.808 -3.294 3.811
C 1.709 -2.633 3.284
C 1.565 -2.420 1.910
Si 0.064 -1.428 1.227
C -0.475 -0.355 2.696
C -1.474 -0.772 3.581
C -1.928 0.059 4.594
C -1.389 1.334 4.733
C -0.361 1.739 3.896
C 0.116 0.895 2.892
P 1.616 1.203 1.884
C 2.919 0.726 3.159
C 2.546 0.864 4.634
C 4.307 1.331 2.913
C 1.640 3.053 1.553
C 0.234 3.570 1.198
C 2.320 3.990 2.555
C -1.295 -2.789 1.116
C -1.046 -4.093 1.553
C -1.942 -5.128 1.321
C -3.120 -4.875 0.638
C -3.426 -3.575 0.262
C -2.544 -2.525 0.519
P -2.983 -0.741 0.444
C -4.314 -0.722 1.766
C -5.720 -1.210 1.426
C -4.393 0.674 2.379
C -3.788 -0.379 -1.194
C -4.760 -1.356 -1.853
C -2.641 -0.086 -2.163
H 5.452 -4.565 -1.904
H 3.810 -5.048 -2.288
H 4.346 -5.024 -0.615
H 4.744 -2.482 -0.888
H 3.223 -2.816 -3.526
H 4.981 -2.840 -3.433
H 4.091 -1.394 -2.970
H 1.873 -4.231 -2.395
H 0.752 -5.093 0.306
H 2.247 -5.677 -0.415
H 0.698 -6.043 -1.178
H -0.791 -3.632 -1.094
H -0.430 -4.165 -2.735
H -0.070 -2.509 -2.249
H 4.477 -3.910 0.954
H 4.680 -4.248 3.360
H 2.897 -3.432 4.881
H 0.954 -2.249 3.959
H -1.910 -1.757 3.468
H -2.709 -0.278 5.264
H -1.752 1.998 5.508
H 0.092 2.708 4.050
H 2.995 -0.346 2.945
H 2.316 1.897 4.899
H 3.395 0.547 5.246
H 1.690 0.248 4.904
H 4.428 2.255 3.475
H 4.511 1.543 1.864
H 5.073 0.637 3.267
H 2.224 3.085 0.627
H -0.216 4.085 2.047
H -0.443 2.774 0.890
H 0.293 4.286 0.376
H 1.954 3.842 3.572
H 2.102 5.025 2.276
H 3.399 3.876 2.561
H -0.121 -4.311 2.071
H -1.707 -6.132 1.653
H -3.816 -5.678 0.431
H -4.372 -3.385 -0.218
H -3.891 -1.398 2.516
H -6.205 -0.540 0.714
H -6.329 -1.214 2.334
H -5.733 -2.220 1.024
H -4.889 1.361 1.689
H -3.401 1.065 2.610
H -4.975 0.655 3.303
H -4.311 0.566 -0.994
H -4.238 -2.262 -2.161
H -5.168 -0.897 -2.758
H -5.598 -1.635 -1.220
H -2.116 -1.013 -2.410
H -1.913 0.606 -1.735
H -3.017 0.342 -3.096
Cl 4.080 0.539 -0.547
C 3.314 0.800 -2.091
C 2.030 0.306 -2.282
C 1.558 0.415 -3.578
Cl -0.049 -0.177 -3.917
C 2.267 1.000 -4.622
Cl 1.619 1.063 -6.222
C 3.513 1.563 -4.359
Cl 4.377 2.390 -5.599
C 4.051 1.451 -3.078
Cl 5.618 2.098 -2.753
C -1.632 3.707 -4.603
N -0.845 3.841 -3.389
N -1.274 3.095 -2.287
C -0.114 2.617 -1.613
O -0.164 1.855 -0.658
C 0.999 3.221 -2.291
C 0.519 3.859 -3.386
C 1.263 4.486 -4.512
C -2.344 3.664 -1.534
C -2.850 4.918 -1.865
C -3.839 5.495 -1.084
C -4.306 4.846 0.048
C -3.790 3.601 0.376
C -2.834 2.989 -0.420
H -2.678 3.607 -4.328
H -1.332 2.828 -5.183
H -1.516 4.602 -5.212
H 2.026 3.133 -1.992
H 2.315 4.576 -4.254
H 0.864 5.475 -4.738
H 1.189 3.873 -5.414
H -2.453 5.463 -2.709
H -4.221 6.471 -1.352
H -5.062 5.306 0.671
H -4.132 3.099 1.270
H -2.437 2.014 -0.168

Cartesian forces, eV/Å:
Cu 0.40 -0.27 0.05
C 0.02 0.01 0.12
C -0.11 0.12 -0.02
C -0.05 -0.05 0.07
P -0.26 0.00 0.02
C -0.04 0.08 0.03
C 0.02 -0.01 0.01
C -0.05 -0.05 0.11
C 0.09 -0.06 -0.06
C 0.03 0.04 0.02
C -0.01 0.00 0.00
C 0.02 0.02 0.01
C -0.02 -0.01 -0.03
C -0.13 0.02 -0.01
Si -0.08 -0.49 0.15
C -0.01 -0.02 -0.08
C 0.06 0.05 0.08
C 0.10 -0.03 0.00
C 0.04 -0.03 -0.02
C -0.05 -0.01 0.02
C 0.09 0.11 -0.07
P -0.27 0.17 0.10
C 0.07 -0.03 -0.15
C 0.04 -0.02 -0.02
C -0.02 -0.05 -0.05
C 0.05 -0.05 -0.11
C -0.24 0.01 0.70
C -0.06 -0.04 -0.03
C 0.03 0.09 0.04
C 0.00 0.07 -0.01
C 0.01 0.00 -0.01
C 0.00 0.00 0.00
C 0.03 -0.02 0.05
C -0.10 0.07 0.06
P -0.06 -0.10 -0.08
C 0.01 0.01 -0.05
C 0.05 0.01 0.05
C 0.01 0.03 -0.06
C -0.04 -0.01 0.04
C 0.03 0.07 0.01
C -0.10 0.02 0.10
H 0.01 -0.01 -0.01
H -0.04 0.00 -0.04
H -0.01 -0.03 -0.01
H -0.01 0.03 -0.03
H 0.01 -0.02 -0.01
H 0.01 0.00 0.00
H -0.03 0.19 0.00
H 0.07 0.05 -0.05
H 0.07 -0.03 -0.11
H 0.04 -0.02 0.00
H -0.02 -0.01 0.00
H 0.08 0.01 -0.13
H 0.00 -0.04 0.01
H -0.01 0.05 -0.06
H 0.00 0.00 0.01
H 0.02 0.01 0.01
H 0.00 -0.01 0.02
H -0.04 0.01 0.02
H 0.00 -0.02 0.00
H -0.02 0.00 0.01
H 0.00 0.00 0.00
H 0.00 0.09 -0.03
H 0.01 0.03 0.02
H 0.01 0.02 0.01
H 0.01 -0.01 0.00
H 0.00 0.02 -0.01
H 0.00 0.08 0.00
H -0.01 0.01 0.00
H 0.01 0.01 0.00
H 0.08 0.01 0.00
H 0.06 0.09 0.17
H 0.19 0.54 0.55
H 0.01 0.07 0.02
H -0.01 0.02 0.01
H 0.01 0.00 0.01
H 0.08 -0.04 0.04
H 0.02 -0.01 0.03
H -0.01 0.00 0.03
H 0.00 0.00 -0.02
H -0.07 0.04 -0.03
H -0.03 0.03 -0.03
H 0.00 -0.01 -0.05
H -0.02 0.01 0.00
H 0.01 -0.05 -0.04
H -0.03 -0.09 0.04
H -0.04 0.05 -0.05
H -0.04 0.01 0.01
H -0.03 -0.03 -0.01
H 0.01 -0.04 0.01
H -0.01 -0.01 -0.01
H -0.03 -0.02 0.05
H -0.03 -0.01 0.06
H -0.03 -0.12 -0.08
H -0.01 -0.01 -0.03
Cl 0.07 0.03 0.04
C 0.08 -0.03 -0.22
C 0.07 0.12 0.23
C -0.11 -0.07 -0.04
Cl 0.13 0.05 -0.05
C 0.03 0.02 -0.01
Cl -0.02 0.05 0.00
C -0.04 -0.02 0.06
Cl 0.02 -0.02 -0.03
C 0.03 -0.02 0.01
Cl -0.01 0.01 0.02
C 0.02 -0.12 -0.10
N -0.13 0.29 0.15
N 0.14 -0.13 -0.19
C 0.07 -0.07 -0.28
O -0.03 -0.71 -0.98
C -0.05 0.01 0.00
C 0.00 0.05 0.02
C -0.03 -0.04 0.00
C -0.05 0.07 0.06
C 0.03 0.01 0.00
C -0.02 -0.01 0.04
C 0.03 0.02 -0.05
C -0.05 -0.01 0.00
C -0.03 -0.04 0.00
H -0.01 0.04 0.01
H -0.02 -0.03 0.02
H 0.02 0.00 0.00
H 0.09 -0.07 -0.03
H 0.02 -0.01 0.00
H 0.01 0.01 -0.01
H 0.00 0.00 0.01
H 0.02 -0.02 -0.02
H -0.02 0.01 0.00
H 0.00 0.01 0.02
H 0.05 0.06 -0.07
H -0.02 0.06 0.09


Entry 3:
A cluster of 2 separate species, CH4OS in total in a non-equilibrium geometry, computed with wB97M-V/def2-TZVPD.

Output
HOMO-LUMO gap (alpha / beta) = 11.7 / 3.5 eV
spin multiplicity = 2
total charge = +1
HOMO level (alpha / beta) = -16.4452 / -14.1090 eV
energy = -513.490098 hartree
<S²> = 0.7593
max |F| = 0.084 hartree/bohr
LUMO level (alpha / beta) = -4.79 / -10.61 eV

Cartesian coordinates (Å):
S 1.400 -0.973 1.741
H 0.239 -1.609 1.177
H 0.719 -0.113 2.537
O -1.640 1.045 -0.833
C -0.601 0.645 -1.379
H 0.240 1.454 -1.740
H -0.357 -0.450 -1.503

Cartesian forces, eV/Å:
S -1.38 -0.71 -0.82
H 1.39 0.88 0.97
H -0.12 -0.19 -0.16
O 3.55 -1.62 -1.84
C -1.37 2.87 1.20
H -1.83 -1.77 0.60
H -0.23 0.54 0.05


Entry 4:
An isolated molecule of C6H13N in a non-equilibrium geometry, computed with wB97M-V/def2-TZVPD.

Output
HOMO-LUMO gap = 4.9 eV
HOMO level = -6.2560 eV
energy = -290.872866 hartree
max |F| = 0.117 hartree/bohr
LUMO level = -1.33 eV

Cartesian coordinates (Å):
C -2.099 -0.436 -0.470
C -0.939 -0.880 0.451
C 0.325 0.284 0.605
C 1.441 0.900 -1.319
C 1.686 0.472 0.087
C 2.603 -0.669 0.376
N -2.984 0.447 0.292
H -2.636 -1.293 -0.922
H 0.612 0.299 -1.797
H -0.256 -1.608 0.062
H -1.159 -1.147 1.523
H -0.356 1.210 0.421
H 0.459 0.171 1.718
H 1.090 1.958 -1.594
H 2.346 0.729 -1.940
H 3.095 -1.250 -0.433
H 3.333 -0.766 1.242
H 1.690 -1.225 0.530
H -2.295 0.477 1.037
H -3.140 1.289 -0.268

Cartesian forces, eV/Å:
C 1.09 -2.18 3.14
C -1.05 -0.33 -2.29
C -0.47 4.46 4.02
C 1.31 1.22 -2.28
C -3.49 -0.50 -2.44
C 0.72 -1.44 0.50
N 1.84 -1.39 -1.38
H 0.82 0.71 -0.87
H 0.25 -0.03 0.47
H -0.56 -1.42 -0.56
H 0.01 0.86 -1.04
H 1.59 -1.18 0.45
H -0.37 0.23 -0.74
H 0.57 -1.22 1.08
H -0.43 0.18 0.10
H -0.17 1.17 -0.18
H -1.30 0.76 -0.74
H 0.76 -2.03 1.06
H -1.21 2.10 0.83
H 0.07 0.04 0.88


The ΔE to the lowest compared entry with this formula, charge and spin results, record by record, are as follows: 5.676, 0.848, 0.591, 7.779 eV.